# 1
The molecule C12H16O3 at a distorted geometry. Source: the OMol25 dataset; level of theory: ωB97M-V/def2-TZVPD.

XYZ file:
```
31
Properties=species:S:1:pos:R:3
C -0.785 -1.470 -0.099
C -0.015 -2.387 -0.347
C 0.362 1.009 -0.084
C 1.047 1.094 -1.149
C -1.347 0.839 -0.239
C -1.726 -0.445 -0.086
C 0.885 -3.483 -0.535
C -0.008 0.855 2.432
C 2.285 1.670 1.440
C 1.915 -0.089 -3.029
C -4.082 0.103 0.131
C 0.696 1.548 1.237
O -1.784 1.965 -0.528
O 1.179 0.984 -2.416
O -3.018 -0.786 0.380
H 0.741 -3.627 -1.638
H 0.739 -4.260 0.193
H 1.954 -3.293 -0.256
H 0.065 -0.304 2.267
H -1.052 1.213 2.529
H 0.433 1.138 3.451
H 2.616 1.107 2.335
H 2.519 2.721 1.487
H 2.744 1.271 0.561
H 2.846 0.269 -3.379
H 1.301 -0.516 -3.859
H 2.150 -1.035 -2.316
H -5.151 -0.027 0.527
H -4.183 0.258 -0.917
H -3.781 1.081 0.718
H 0.458 2.598 1.189
```

Values from the calculation:
HOMO level (alpha / beta) = -6.753 / -6.754 eV
total energy = -18836.8003 eV
max |F| = 3.9 eV Å⁻¹
relative energy (zero: lowest compared OMol25 entry of this formula, charge and spin) = 210.76 kcal per mole
orbital gap (alpha / beta) = 5.931 / 5.933 eV

Löwdin population analysis, charges in e, atoms 1 to 5: 0.01 -0.08 -0.10 0.01 -0.31

=====

# 2
A cluster of 2 separate species, C20H40N2O6PS in total at a distorted geometry. Source: the OMol25 dataset; level of theory: ωB97M-V/def2-TZVPD.

XYZ file:
```
70
Properties=species:S:1:pos:R:3
C 3.297 -5.005 1.235
C 4.507 -4.137 1.597
O 5.441 -3.954 0.549
C 4.919 -3.441 -0.646
C 4.249 -2.065 -0.535
O 4.851 -1.294 0.478
C 4.143 -0.118 0.771
C 2.913 -0.395 1.639
O 1.793 0.353 1.126
C 0.572 -0.014 1.650
N -0.471 0.245 0.586
C -1.817 0.291 1.273
C -3.003 0.547 0.334
C -3.930 -0.674 0.137
C -5.246 -0.536 0.905
O -5.796 -1.794 1.287
C -6.584 -2.377 0.350
C -7.490 -3.421 0.920
O -6.513 -2.066 -0.814
C -0.430 -0.896 -0.444
O -0.484 -0.378 -1.720
C 0.464 -0.912 -2.676
C 1.650 0.006 -2.868
P -0.115 1.888 -0.172
S -0.306 3.305 1.105
H 3.018 -5.615 2.094
H 2.419 -4.396 0.993
H 3.510 -5.657 0.387
H 5.067 -4.618 2.400
H 4.182 -3.167 1.991
H 4.197 -4.132 -1.102
H 5.760 -3.369 -1.337
H 3.161 -2.173 -0.387
H 4.379 -1.548 -1.498
H 3.806 0.378 -0.151
H 4.820 0.567 1.283
H 2.670 -1.463 1.607
H 3.082 -0.118 2.683
H 0.281 0.558 2.537
H 0.522 -1.083 1.896
H -1.935 -0.677 1.764
H -1.751 1.050 2.051
H -3.584 1.366 0.765
H -2.677 0.892 -0.646
H -3.444 -1.602 0.449
H -4.171 -0.768 -0.923
H -5.100 0.024 1.833
H -5.969 0.012 0.299
H -8.395 -3.441 0.315
H -6.990 -4.389 0.863
H -7.722 -3.203 1.959
H -1.310 -1.508 -0.230
H 0.479 -1.472 -0.257
H -0.095 -1.014 -3.606
H 0.767 -1.916 -2.369
H 1.305 1.020 -3.080
H 2.274 -0.341 -3.692
H 2.278 0.028 -1.972
H 1.132 1.701 -0.750
H -1.000 1.960 -1.239
N -0.607 6.532 -0.690
C -1.325 7.603 -1.149
C -0.436 8.560 -1.556
C 0.871 8.047 -1.335
C 0.733 6.795 -0.800
H -0.997 5.684 -0.327
H -2.402 7.594 -1.146
H -0.692 9.523 -1.966
H 1.804 8.543 -1.542
H 1.468 6.073 -0.487
```

Values from the calculation:
HOMO level = -9.914 eV
total energy = -56769.2635 eV
total charge = +1
max |F| = 1.3 eV Å⁻¹
orbital gap = 7.181 eV

Löwdin population analysis, charges in e, atoms 1 to 5: -0.07 -0.25 -0.12 -0.19 -0.19

=====

# 3
A cluster of 2 separate species, C2H6Se in total at a distorted geometry. Source: the OMol25 dataset; level of theory: ωB97M-V/def2-TZVPD.

XYZ file:
```
9
Properties=species:S:1:pos:R:3
C 0.716 -0.244 0.295
C -0.435 -0.539 -0.686
Se -2.222 0.000 -0.146
H 0.308 -0.158 1.309
H 1.353 -0.993 0.465
H 1.231 0.688 0.026
H -0.525 -1.498 -1.089
H -0.357 0.072 -1.557
H -2.737 -0.376 2.291
```

Values from the calculation:
HOMO level (alpha / beta) = -8.806 / -8.805 eV
total energy = -67513.2895 eV
max |F| = 4.2 eV Å⁻¹
relative energy (zero: lowest compared OMol25 entry of this formula, charge and spin) = 78.37 kcal per mole
orbital gap (alpha / beta) = 6.817 / 6.815 eV

Löwdin population analysis, charges in e, atoms 1 to 5: -0.16 -0.66 0.56 0.05 0.01

=====

# 4
The molecule C7H11N3OS at a distorted geometry. Source: the OMol25 dataset; level of theory: ωB97M-V/def2-TZVPD.

XYZ file:
```
23
Properties=species:S:1:pos:R:3
C 2.952 -0.615 -0.619
C 1.685 0.234 -0.263
C 1.918 0.973 1.000
C 0.503 -0.599 -0.222
C 0.373 -1.937 -0.082
C -1.759 -0.789 -0.013
C -3.169 -0.518 0.008
H 3.197 -1.200 0.167
H 3.724 0.089 -0.449
H 2.868 -1.049 -1.433
H 1.546 0.946 -1.072
H 2.839 1.537 0.812
H 2.178 0.392 1.832
H 1.164 1.753 1.260
H 1.374 -2.693 0.087
H -4.638 1.080 -0.314
H -2.266 1.524 -0.912
H -2.085 2.025 0.510
N -0.743 0.045 -0.221
N -3.616 0.763 -0.108
N -2.866 1.896 -0.325
O -3.939 -1.450 0.233
S -1.239 -2.405 0.122
```

Values from the calculation:
HOMO level = -9.443 eV
total energy = -24787.3074 eV
structure (SMILES) = CC(C)c1csc(C(=O)NN)n1
max |F| = 9.5 eV Å⁻¹
relative energy (zero: lowest compared OMol25 entry of this formula, charge and spin) = 87.37 kcal per mole
orbital gap = 9.486 eV

Löwdin population analysis, charges in e, atoms 1 to 5: -0.02 -0.38 -0.07 -0.38 -0.36

=====

# 5
A structure of composition C28H46BrNOP2Zn at a distorted geometry. Source: the OMol25 dataset; level of theory: ωB97M-V/def2-TZVPD.

XYZ file:
```
80
Properties=species:S:1:pos:R:3
N -5.179 2.993 -3.803
C -5.029 3.155 -2.493
C -3.971 2.567 -1.796
C -3.002 1.825 -2.522
C -3.190 1.681 -3.919
C -4.298 2.287 -4.500
C -1.780 1.432 -1.866
Zn -0.103 0.183 -1.021
P 2.040 -0.333 -0.954
C -0.627 1.079 -2.672
C 0.272 2.168 -3.159
C 0.712 2.219 -4.491
C 1.746 3.088 -4.847
C 2.316 3.928 -3.881
C 1.721 4.040 -2.606
C 0.698 3.149 -2.247
Br 3.788 4.939 -4.282
H -1.760 1.763 -0.803
H -0.719 0.244 -3.391
H -3.857 2.707 -0.721
H -2.474 1.143 -4.538
H -5.765 3.744 -1.944
H -4.496 2.191 -5.567
H 0.205 1.628 -5.255
H 0.214 3.205 -1.264
H 2.109 3.115 -5.856
H 2.018 4.814 -1.909
P -0.879 -2.094 -1.524
C 3.168 1.053 -0.650
C 4.616 0.719 -1.020
H 3.117 1.283 0.420
H 2.796 1.935 -1.185
H 5.274 1.548 -0.746
H 4.964 -0.174 -0.488
H 4.732 0.554 -2.090
C 2.336 -0.390 -2.939
C 3.481 -1.080 -3.656
H 2.341 0.679 -3.219
H 1.390 -0.823 -3.298
H 3.234 -1.108 -4.726
H 4.421 -0.519 -3.579
H 3.647 -2.122 -3.338
C 2.015 -0.936 0.868
C 3.297 -1.443 1.526
H 1.227 -1.706 0.922
H 1.628 -0.069 1.447
H 3.033 -1.883 2.496
H 3.757 -2.233 0.910
H 4.028 -0.643 1.731
C -0.858 -3.234 -0.095
C -1.541 -4.592 -0.279
H -1.312 -2.710 0.756
H 0.199 -3.386 0.158
H -2.626 -4.517 -0.415
H -1.125 -5.171 -1.108
H -1.377 -5.197 0.618
C -0.090 -3.066 -2.850
C -0.434 -2.658 -4.287
H -0.389 -4.109 -2.674
H 0.995 -3.017 -2.665
H -1.519 -2.692 -4.462
H -0.039 -1.675 -4.582
H 0.013 -3.395 -4.967
C -2.630 -2.043 -2.032
C -3.599 -1.718 -0.896
H -2.876 -3.020 -2.478
H -2.729 -1.300 -2.838
H -4.617 -1.675 -1.298
H -3.592 -2.485 -0.105
H -3.391 -0.742 -0.436
C 0.186 1.681 2.947
C -0.695 0.814 2.113
C -1.348 -0.302 2.851
O -0.811 0.998 0.875
H -0.375 2.048 3.819
H 0.565 2.523 2.361
H 1.042 1.103 3.326
H -2.114 -0.802 2.255
H -0.595 -1.041 3.154
H -1.803 0.081 3.774
```

Values from the calculation:
HOMO level (alpha / beta) = -13.259 / -13.378 eV
total energy = -170340.6736 eV
total charge = +2
max |F| = 2.8 eV Å⁻¹
relative energy (zero: lowest compared OMol25 entry of this formula, charge and spin) = 3.94 kcal per mole
orbital gap (alpha / beta) = 5.477 / 6.077 eV

Löwdin population analysis, charges in e, atoms 1 to 5: 0.10 -0.10 0.02 -0.20 0.02